# 1
{"formula": "C30H17Cl2IrN7O4", "method": "wB97M-V/def2-TZVPD", "elements": ["Ir", "Cl", "Cl", "O", "O", "O", "O", "N", "N", "N", "N", "N", "N", "N", "C", "C", "C", "C", "C", "C", "C", "C", "C", "C", "C", "C", "C", "C", "C", "C", "C", "C", "C", "C", "C", "C", "C", "C", "C", "C", "C", "C", "C", "C", "H", "H", "H", "H", "H", "H", "H", "H", "H", "H", "H", "H", "H", "H", "H", "H", "H"], "coordinates": [[0.20854, -0.44719, 0.54171], [0.97580, -2.74283, 7.02196], [0.40978, -5.36999, 5.41765], [-1.15593, 5.19631, -3.55890], [-0.89125, 4.12760, -5.40497], [-0.75254, -4.43512, 0.52624], [1.34614, 1.34032, 4.02241], [1.97818, 0.56827, 0.63990], [0.22014, -0.64974, -1.54844], [-0.37307, 1.44096, -0.06458], [-0.01260, -2.36075, 1.29059], [-0.92321, 4.20071, -4.20573], [-1.80613, -1.09252, 0.09602], [0.57237, -0.28916, 2.54337], [-3.99611, -0.85676, -0.80037], [-0.38201, 1.64708, -1.41177], [-0.05870, 0.50039, -2.21193], [0.51062, -1.39387, 3.33591], [0.74220, -1.44850, 4.71656], [2.20504, 1.21398, 1.80058], [-2.82737, -0.32231, -0.28168], [-0.80872, -3.23835, 0.56477], [-4.09807, -2.22646, -0.97294], [-0.69361, 2.87816, -1.99165], [0.25349, -2.59821, 2.59840], [-0.67665, 2.43951, 0.74665], [0.21746, -3.83732, 3.25780], [-3.03332, -3.03150, -0.59027], [-1.02322, 3.92974, -1.09982], [-0.02975, 0.59054, -3.59560], [3.96934, 1.51383, -0.24541], [0.61083, -1.71663, -3.64713], [1.29992, 0.82785, 2.93777], [-0.64520, 2.92907, -3.44367], [2.84620, 0.71488, -0.36818], [0.31417, -0.55941, -4.32619], [0.43960, -3.87387, 4.60762], [-1.01224, 3.70233, 0.25227], [4.18949, 2.20065, 0.93749], [-1.91954, -2.42872, -0.04749], [3.28503, 2.05053, 1.97902], [0.70828, -2.66653, 5.34455], [-0.34239, 1.86003, -4.19932], [0.55542, -1.72407, -2.24965], [5.06099, 2.83057, 1.05330], [-1.28438, 4.89980, -1.48477], [-1.26055, 4.49380, 0.94501], [-4.81314, -0.19701, -1.05582], [2.62852, 0.18326, -1.28268], [0.78231, -2.62082, -1.68586], [0.88392, -2.62284, -4.16841], [4.66152, 1.58229, -1.07262], [-0.67562, 2.22694, 1.80864], [0.04498, -4.75151, 2.71201], [3.40748, 2.54261, 2.93442], [0.91046, -0.54894, 5.28730], [-0.32589, 1.96812, -5.27616], [-2.71553, 0.74408, -0.15162], [0.35090, -0.52085, -5.40770], [-4.99746, -2.66362, -1.38524], [-3.05496, -4.10877, -0.68333]], "nbo_charge": [1.091, 0.141, 0.136, -0.353, -0.317, -0.488, -0.496, -0.396, -0.430, -0.446, -0.599, 0.537, -0.414, -0.570, -0.215, 0.228, 0.146, 0.204, -0.278, 0.091, 0.060, 0.641, -0.114, -0.089, 0.294, 0.096, -0.305, -0.176, -0.077, -0.089, -0.212, -0.168, 0.638, 0.041, 0.060, -0.102, -0.001, -0.229, -0.115, 0.088, -0.173, -0.009, -0.074, 0.076, 0.257, 0.285, 0.265, 0.256, 0.216, 0.237, 0.255, 0.256, 0.238, 0.278, 0.272, 0.279, 0.274, 0.214, 0.257, 0.255, 0.271], "s_squared": 0.7675, "multiplicity": 2, "charge": 2, "orbital_gap_ev": [6.3, 6.2]}

***

# 2
{"formula": "C5H7NO", "method": "wB97M-V/def2-TZVPD", "elements": ["O", "N", "C", "C", "C", "C", "C", "H", "H", "H", "H", "H", "H", "H"], "coordinates": [[1.76991, -1.38766, 0.10108], [-2.39670, 0.73745, -2.06055], [1.98673, -0.20708, 0.25263], [-1.26352, -0.89066, 0.85355], [-1.58788, 0.45676, 0.36247], [1.29034, 0.88044, -0.51567], [-2.02026, 0.53278, -0.97136], [0.83767, 0.47432, -1.42415], [2.71642, 0.13522, 1.01661], [-0.82425, -1.59631, 0.13709], [1.97297, 1.69869, -0.76195], [-0.70374, -0.88168, 1.79166], [-2.27914, -1.26511, 1.09580], [0.50144, 1.31283, 0.12277]], "nbo_charge": [-0.529, -0.226, 0.441, -0.759, 0.112, -0.737, 0.077, 0.239, 0.109, 0.253, 0.239, 0.235, 0.292, 0.253], "charge": 0, "orbital_gap_ev": [7.7, 7.7]}

***

# 3
{"formula": "C3H9NSi", "method": "wB97M-V/def2-TZVPD", "elements": ["Si", "N", "C", "C", "C", "H", "H", "H", "H", "H", "H", "H", "H", "H"], "coordinates": [[1.43178, 0.16932, 0.18350], [-2.90283, 0.63159, -0.57451], [1.76921, -1.66096, -0.09477], [-3.98819, 0.64291, 0.06872], [2.83954, 1.27445, 0.18401], [-0.04129, 0.12576, 0.49644], [2.92713, 2.30661, 0.50647], [-4.14669, 1.04576, 1.03740], [2.25793, -1.88641, -1.03578], [1.29012, -2.50910, 0.24717], [-3.05834, 0.44915, -1.51358], [-4.86129, 0.28606, -0.48820], [2.63707, -1.71564, 0.70550], [3.84586, 0.84052, 0.27764]], "nbo_charge": [1.225, -0.594, -1.141, -0.036, -1.149, -0.136, 0.231, 0.168, 0.247, 0.248, 0.331, 0.135, 0.241, 0.231], "smiles": "C=[SiH]C.C=N", "charge": 0, "orbital_gap_ev": 8.7}

***

# 4
{"formula": "C46H39N9Pt", "method": "wB97M-V/def2-TZVPD", "elements": ["Pt", "N", "N", "N", "N", "N", "N", "N", "N", "N", "C", "C", "C", "C", "C", "C", "C", "C", "C", "C", "C", "C", "C", "C", "C", "C", "C", "C", "C", "C", "C", "C", "C", "C", "C", "C", "C", "C", "C", "C", "C", "C", "C", "C", "C", "C", "C", "C", "C", "C", "C", "C", "C", "C", "C", "C", "H", "H", "H", "H", "H", "H", "H", "H", "H", "H", "H", "H", "H", "H", "H", "H", "H", "H", "H", "H", "H", "H", "H", "H", "H", "H", "H", "H", "H", "H", "H", "H", "H", "H", "H", "H", "H", "H", "H"], "coordinates": [[-0.34668, -0.86227, 1.20210], [1.61975, -0.00320, 1.55356], [-1.10082, 1.19484, 1.12456], [0.32435, -1.11629, -0.71695], [-1.30412, -0.92172, 2.94729], [-1.40862, 1.31793, -1.16822], [-1.21400, 1.42548, 3.51426], [8.93339, -1.29939, -3.53818], [0.09243, -2.84217, 1.50544], [-1.71640, -3.28600, 3.00449], [1.10433, -3.41480, 0.80074], [-4.39048, 1.39653, -0.30837], [-1.67477, -2.09736, 3.56059], [2.77112, -0.73367, -0.51917], [-2.97988, 3.46872, -4.43799], [6.58885, -1.10592, -2.43990], [-3.27768, 1.93543, -2.59090], [-4.26875, 1.06838, -1.80579], [0.23480, -2.37807, -2.58536], [7.89208, -1.21786, -3.05367], [1.03730, -4.69000, 0.33193], [3.27526, 1.02637, 2.65432], [1.22019, 2.93320, -1.81608], [-2.07594, -1.77267, 4.91096], [4.77197, 0.26283, -1.65510], [-2.70135, -1.94422, 7.19622], [-1.89483, 2.01134, -2.34024], [-1.04399, 3.36846, 2.32310], [-2.51905, -0.55783, 7.35446], [-1.03864, 2.77606, -3.15654], [4.08329, -0.86528, -1.20259], [-4.01932, -0.43325, -2.01547], [1.94090, 0.65354, 2.70099], [-1.88462, -0.38919, 5.07081], [0.92415, 1.47442, -3.86017], [-0.94983, -3.62559, 1.94806], [5.91414, -2.23907, -1.99781], [-0.14894, -5.41620, 0.54758], [1.58113, -2.05228, -2.32905], [4.67445, -2.11390, -1.39331], [-3.79341, 2.66649, -3.65724], [2.73341, -0.07215, 0.74003], [1.62464, -1.28697, -1.15538], [6.00727, 0.15038, -2.27151], [-2.11060, 0.23377, 6.30016], [-1.27465, 4.06487, 1.17517], [-1.47458, 3.35250, 0.00979], [-1.62102, 3.51172, -4.18641], [3.78422, 0.56967, 1.42835], [-1.08420, 1.90450, 2.33157], [-1.29689, 1.91803, 0.00305], [-2.47504, -2.56499, 5.98139], [-1.12285, -4.90080, 1.35465], [0.48580, 2.75801, -3.15018], [-0.50563, -1.81658, -1.57111], [-1.42408, 0.10815, 3.81027], [-0.16048, -2.95312, -3.41235], [-1.24084, 0.31956, -1.20238], [-3.01005, -2.53608, 8.04953], [0.76666, 3.71519, -1.20019], [-0.98195, 4.12802, -4.80992], [0.57705, 0.59807, -3.31119], [-0.27426, -6.39474, 0.09607], [1.87098, -5.11215, -0.21284], [6.52777, 1.02880, -2.63140], [-3.40434, 4.04723, -5.25205], [3.80516, 1.56575, 3.42973], [2.01422, 1.41698, -3.92825], [4.79935, 0.66376, 1.06415], [-1.33036, 5.14489, 1.17568], [-3.12368, -0.76238, -1.48471], [-2.68389, -0.11015, 8.32705], [-4.86106, -1.01773, -1.63130], [-0.92084, 3.85270, 3.28023], [-5.23978, 1.28842, -2.24734], [-2.59343, -3.63662, 5.86418], [-1.57504, -1.85316, -1.42859], [0.78458, 3.59570, -3.78185], [-4.37877, 2.47799, -0.13490], [1.26361, 2.00791, -1.24129], [-5.33559, 1.00702, 0.07802], [1.97084, -2.79241, 0.63285], [2.24898, 3.23939, -2.00556], [2.44366, -2.32077, -2.92372], [-1.94437, 1.29990, 6.41461], [-1.71339, 3.85088, -0.91766], [4.15521, -3.00181, -1.04714], [-3.89129, -0.66608, -3.07523], [-4.85657, 2.60917, -3.86508], [4.32668, 1.24035, -1.51665], [-2.02409, -5.44638, 1.60682], [0.50889, 1.43009, -4.87090], [6.37010, -3.21252, -2.12215], [1.22202, 0.81217, 3.49190], [-3.58922, 0.94421, 0.28064]], "mulliken_spin": [0.520, 0.297, 0.080, 0.092, 0.034, 0.085, 0.113, 0.006, 0.040, 0.129, 0.020, 0.024, 0.152, 0.198, -0.002, 0.015, -0.023, 0.000, -0.028, -0.003, 0.041, -0.035, 0.038, 0.088, 0.060, 0.070, 0.059, 0.327, -0.016, 0.008, 0.046, -0.032, 0.161, 0.032, -0.004, -0.055, -0.004, 0.007, 0.222, 0.048, -0.003, -0.041, -0.082, -0.008, 0.078, -0.027, 0.268, 0.005, 0.192, 0.141, 0.143, -0.019, 0.049, -0.021, 0.225, 0.238, 0.004, -0.047, 0.005, 0.002, 0.000, 0.008, 0.001, -0.001, 0.000, 0.000, 0.004, 0.000, 0.008, 0.006, 0.019, 0.001, 0.002, -0.005, 0.000, 0.004, -0.009, 0.000, -0.005, -0.020, 0.000, 0.016, 0.000, 0.002, 0.006, 0.013, -0.004, -0.001, 0.000, 0.001, 0.004, 0.000, 0.000, 0.037, 0.002], "s_squared": 6.0790, "multiplicity": 5, "charge": 0, "orbital_gap_ev": [5.6, 4.5]}

***

# 5
{"formula": "C12H11FO2", "method": "wB97M-V/def2-TZVPD", "elements": ["F", "O", "O", "C", "C", "C", "C", "C", "C", "C", "C", "C", "C", "C", "C", "H", "H", "H", "H", "H", "H", "H", "H", "H", "H", "H"], "coordinates": [[-1.95830, -0.86373, 2.29030], [-2.26270, -0.48544, -2.04349], [-0.35359, -2.12169, 1.35924], [2.42437, 0.42188, -1.81239], [0.77430, -1.24144, 1.71397], [-0.97167, 0.23404, -0.15902], [1.35034, -0.61637, 0.55402], [-1.46721, -1.50019, 1.21855], [1.03466, 0.53141, -1.53955], [2.66006, -0.71236, 0.25150], [0.45335, -0.00463, -0.34454], [-1.60172, 1.52548, 0.46346], [-2.05051, 0.23864, -1.12158], [3.18160, -0.24092, -0.92103], [-2.66722, 1.49705, -0.61828], [0.55346, -0.57319, 2.48459], [-3.66112, 1.34498, -0.21108], [-0.83574, 2.17354, 0.46964], [1.47093, -1.79936, 2.19909], [-2.73660, 2.37731, -1.36613], [3.35783, -1.21324, 1.01266], [-2.15407, -2.00577, 0.57449], [4.28741, -0.44349, -0.96505], [2.90387, 0.83543, -2.69247], [-2.05770, 1.58741, 1.47754], [0.32594, 1.05464, -2.27445]], "nbo_charge": [-0.338, -0.543, -0.479, -0.219, -0.095, -0.194, -0.068, 0.604, -0.161, -0.188, -0.046, -0.414, 0.537, -0.211, -0.516, 0.201, 0.230, 0.205, 0.202, 0.237, 0.207, 0.178, 0.218, 0.223, 0.212, 0.219], "charge": 0, "orbital_gap_ev": [8.7, 8.7]}

***

# 6
{"formula": "C5H8O", "method": "wB97M-V/def2-TZVPD", "elements": ["O", "C", "C", "C", "C", "C", "H", "H", "H", "H", "H", "H", "H", "H"], "coordinates": [[0.89384, -1.39459, 1.90491], [-2.40031, 0.67344, -1.54289], [-1.32597, 0.64710, -0.73951], [-0.36344, 0.02851, 0.02644], [1.09960, -0.18308, -0.16658], [1.72989, -0.51572, 1.20567], [0.00004, -1.02205, 1.77138], [-2.86227, 1.64040, -1.73528], [1.88372, 0.42816, 1.75521], [-1.24621, 1.53537, -0.06129], [1.08873, -1.11226, -0.76706], [-2.87463, -0.23620, -1.90419], [1.71333, 0.53027, -0.74592], [2.70608, -1.00423, 1.10923]], "nbo_charge": [-0.723, -0.495, -0.322, 0.108, -0.565, -0.051, 0.484, 0.213, 0.152, 0.299, 0.270, 0.216, 0.231, 0.182], "charge": 0, "orbital_gap_ev": 8.0}

***

# 7
{"formula": "C21H34BCl12FO4S", "method": "wB97M-V/def2-TZVPD", "elements": ["Cl", "Cl", "Cl", "Cl", "Cl", "Cl", "Cl", "Cl", "Cl", "Cl", "Cl", "Cl", "S", "F", "O", "O", "O", "O", "C", "C", "C", "C", "C", "C", "C", "C", "C", "C", "C", "C", "C", "C", "C", "C", "C", "C", "C", "C", "C", "B", "H", "H", "H", "H", "H", "H", "H", "H", "H", "H", "H", "H", "H", "H", "H", "H", "H", "H", "H", "H", "H", "H", "H", "H", "H", "H", "H", "H", "H", "H", "H", "H", "H", "H"], "coordinates": [[-4.22468, 2.51411, -5.12864], [1.41245, -5.46723, 6.73108], [0.76759, 3.11666, -4.81276], [-1.69107, -5.43086, 5.29912], [-3.74382, -0.43849, -7.77594], [1.03542, -1.49093, 7.61269], [-6.25553, -2.69260, -8.31811], [1.82029, 0.12152, -6.07950], [3.70981, -1.26744, 5.49578], [-1.71297, 4.76822, -4.58646], [5.72029, 2.23580, -4.00807], [4.66759, 5.23094, -2.74133], [2.61199, 2.26171, 5.10043], [-3.58223, -1.15863, 2.20849], [0.10102, -1.57812, -1.10879], [3.01672, 1.28826, -0.34304], [2.49393, -2.20842, -0.19663], [-0.51427, 2.00220, 3.61939], [-4.26316, 3.91881, -4.03294], [2.88489, -2.45642, 1.22834], [-2.41518, -0.47925, 2.88441], [-0.21407, 1.92398, -5.69976], [3.75705, -1.40202, 7.27132], [-6.29402, -1.28790, -7.22242], [-3.46442, 5.09261, -4.57632], [0.21350, 0.49507, -5.40577], [1.23447, -0.14907, 0.95566], [-1.03611, -1.11290, 2.19523], [4.11350, 2.60936, -3.33434], [0.45156, 1.25113, 3.08721], [-5.49527, -0.11411, -7.76579], [2.49092, 0.95148, 0.85883], [3.05255, 1.52180, 2.30826], [-0.07577, -4.76859, 7.41665], [0.18769, -0.03480, 2.05022], [2.04149, 1.64551, 3.42548], [2.62820, -2.26446, 7.81255], [3.68593, 4.03827, -3.62833], [-1.31321, -5.56507, 7.03534], [1.26096, -1.34428, -0.18252], [2.64819, 4.18716, -3.31520], [3.72779, -0.39091, 7.68926], [2.76701, -2.42912, 8.88466], [-5.65044, 0.76510, -7.13330], [-3.76801, 5.34920, -5.59606], [4.19311, 1.76593, 2.41160], [3.40892, 1.90877, -3.79100], [-0.49108, -0.20551, -5.86243], [-2.18272, -5.18412, 7.57813], [-5.31308, 4.20329, -3.92094], [-1.19987, -6.62649, 7.27652], [-2.52068, 0.66355, 2.60656], [3.56210, -3.43732, 1.29240], [1.93887, -2.67316, 1.91598], [-3.89192, 3.59638, -3.05527], [-0.69880, -2.05867, 2.84051], [-7.34393, -1.00342, -7.11041], [-5.79886, 0.14249, -8.78553], [3.54716, -1.58611, 1.67544], [0.24232, 0.29589, -4.33007], [3.75545, 4.26824, -4.69612], [-2.42640, -0.68626, 4.04281], [4.14232, 2.41018, -2.25864], [-0.14455, 2.15395, -6.76754], [2.59494, -3.24109, 7.31988], [-1.25181, 2.07287, -5.38662], [-1.40896, -1.57410, 1.16344], [-0.27818, -2.49482, -0.86488], [-0.14730, -3.72854, 7.08340], [-3.61958, 5.97181, -3.94383], [3.69875, 1.51790, 5.59990], [4.72196, -1.84882, 7.52909], [-5.92277, -1.61034, -6.24474], [0.04602, -4.76975, 8.50398]], "lowdin_charge": [0.554, 0.564, 0.558, 0.533, 0.524, 0.572, 0.534, 0.544, 0.540, 0.557, 0.531, 0.531, 0.674, -0.163, 0.030, -0.021, -0.067, -0.027, -0.650, -0.093, -0.108, -0.646, -0.646, -0.666, -0.646, -0.648, 0.039, -0.106, -0.670, -0.164, -0.669, -0.164, 0.007, -0.674, -0.017, -0.439, -0.652, -0.707, -0.661, -0.371, 0.022, 0.068, 0.079, 0.038, 0.071, 0.131, 0.041, 0.068, 0.074, 0.072, 0.070, 0.128, 0.120, 0.109, 0.073, 0.135, 0.072, 0.072, 0.107, 0.069, 0.065, 0.133, 0.045, 0.079, 0.006, 0.018, 0.129, 0.129, 0.007, 0.073, -0.147, 0.077, 0.071, 0.078], "smiles": "COB(O)C1=C(CCF)C(=O)C(S)=CC1=O.ClCCCl.ClCCCl.ClCCCl.ClCCCl.ClCCCl.ClCCCl", "charge": 0, "orbital_gap_ev": 7.5}

***

# 8
{"formula": "C3H3O2S2", "method": "wB97M-V/def2-TZVPD", "elements": ["S", "S", "O", "O", "C", "C", "C", "H", "H", "H"], "coordinates": [[-2.79887, 0.60904, 0.24444], [1.25066, -0.98662, -0.16919], [3.70971, -0.02805, -0.46679], [2.18836, 1.51067, 0.16179], [2.66623, 0.45827, -0.15832], [-1.36272, -0.51332, 0.15867], [-0.14856, -0.04995, -0.06057], [-3.93765, -0.12124, 0.03963], [-1.56445, -1.84356, 0.53976], [-0.00269, 0.96476, -0.28941]], "nbo_charge": [-0.077, -0.077, -0.697, -0.707, 0.816, -0.379, -0.421, 0.117, 0.186, 0.238], "charge": -1, "orbital_gap_ev": 6.9}

***

ΔE to the lowest compared entry with this formula, charge and spin values, unit kcal per mole, following the record order: 0.00 105.12 81.36 1.80 39.84 113.22 181.24 32.42.
Electronic energy values, unit Eh, following the record order: -2861.89608 -324.55695 -463.80345 -2388.37453 -714.06799 -270.37746 -7166.52865 -1062.99392.